This record from OMol25 describes a cluster of 3 separate species, C3H11NO4 in total in a non-equilibrium geometry. The level of theory is the ωB97M-V functional and the def2-TZVPD basis.

Values from the calculation:
total charge = 0
gap between HOMO and LUMO = 9.367 eV
HOMO level = -9.007 eV
structure (SMILES) = NCCC(=O)O.O.O
calculated total energy = -12969.47702 eV
relative energy (zero: lowest compared OMol25 entry of this formula, charge and spin) = 1.5827 eV
largest force on an atom = 2.8 eV Å⁻¹

XYZ file:
```
19
C3H11NO4, DFT the ωB97M-V functional and the def2-TZVPD basis
H 1.0435 -2.2167 -1.8809
H -1.4594 3.5196 -0.3736
C -0.2643 -2.1562 -0.1076
C -0.5299 -1.2186 1.0491
N 0.0386 -0.4030 -1.9364
H 1.9045 3.2407 0.8644
H -0.2515 2.6545 -0.2207
H 1.4105 2.0976 1.8339
O -0.8007 3.0672 -0.9110
C 0.6051 -1.5203 -1.1823
H -1.2800 -2.2543 -0.5091
H 0.6207 0.4128 -1.8034
H 0.0647 -3.1134 0.2710
O -0.7141 -1.9151 2.1961
H -1.2298 -1.4650 2.8723
H 1.5049 -1.1746 -0.6612
H -0.8570 -0.1336 -1.5619
O 1.1636 2.6792 1.1076
O -0.9696 -0.1009 0.9536
```